Entry 1:
DFT (wB97M-V/def2-TZVPD) results for a 3-piece molecular cluster, H6O3 overall at a distorted geometry.

HOMO-LUMO gap, Ha: 0.4010
SMILES string: O.O.O
Energy above the lowest of the compared OMol25 structures with the same formula, charge and spin, eV: 0.889
HOMO level, eV: -10.553

Geometry (Å):
O -5.74 -10.18 49.86
H -5.21 -10.39 50.63
H -6.58 -9.91 50.15
O -4.97 -10.34 52.63
H -5.28 -10.06 53.45
H -5.24 -11.32 52.66
O -3.24 -9.30 48.54
H -2.61 -9.24 49.24
H -4.28 -9.26 48.71

Results of the Löwdin charge analysis, in e, for atoms 1 through 6: O -0.04; H 0.00; H 0.02; O -0.05; H 0.01; H 0.10


Entry 2:
DFT (wB97M-V/def2-TZVPD) results for a 8-piece molecular cluster, H16O8 overall at a distorted geometry.

HOMO-LUMO gap, Ha: 0.3987
SMILES string: O.O.O.O.O.O.O.O
Energy above the lowest of the compared OMol25 structures with the same formula, charge and spin, eV: 3.857
HOMO level, eV: -11.230

Geometry (Å):
H 0.17 -0.08 0.42
H -0.24 -0.49 -0.95
H -0.09 -3.21 0.37
H -1.20 -4.26 0.34
H 4.30 -2.77 0.74
H 3.55 -2.28 -0.45
H -1.81 -2.30 0.25
H -1.54 -2.12 1.74
H 0.58 3.69 -0.22
H 1.28 4.97 -0.37
H -1.73 -0.15 4.71
H -0.95 0.33 3.59
H -3.84 3.84 -1.03
H -3.16 2.43 -0.98
H 1.33 0.99 -4.76
H 1.82 1.11 -3.46
O 0.58 -0.23 -0.52
O -0.25 -4.16 0.28
O 3.63 -2.12 0.45
O -1.21 -1.87 0.86
O 1.38 4.04 -0.57
O -1.09 0.54 4.45
O -3.69 3.02 -0.52
O 2.16 1.07 -4.38

Results of the Löwdin charge analysis, in e, for atoms 1 through 6: H 0.08; H 0.00; H 0.01; H 0.01; H 0.04; H -0.01


Entry 3:
DFT (wB97M-V/def2-TZVPD) results for a single C2H5N3O2S molecule at a distorted geometry.

HOMO-LUMO gap, Ha: 0.3589
SMILES string: N#C[C@H](N)S(N)(=O)=O
Energy above the lowest of the compared OMol25 structures with the same formula, charge and spin, eV: 2.118
HOMO level, eV: -9.556

Geometry (Å):
C -1.37 -0.77 0.45
C -0.76 0.53 0.65
N -1.88 -1.77 0.23
N -1.18 1.60 -0.12
N 1.19 -1.44 -0.66
O 2.11 0.02 1.11
O 1.47 1.07 -1.02
S 1.25 0.09 -0.01
H -0.54 0.73 1.67
H -0.37 2.33 -0.12
H -1.60 1.41 -0.99
H 0.31 -1.57 -1.16
H 1.38 -2.24 -0.05

Results of the Löwdin charge analysis, in e, for atoms 1 through 6: C -0.24; C -0.33; N 0.18; N 0.03; N -0.09; O -0.32


Entry 4:
DFT (wB97M-V/def2-TZVPD) results for a 4-piece molecular cluster, C6H12N2 overall at a distorted geometry.

HOMO-LUMO gap, Ha: 0.3605
Energy above the lowest of the compared OMol25 structures with the same formula, charge and spin, eV: 10.248
HOMO level, eV: -9.293

Geometry (Å):
C -0.92 2.26 1.48
C 0.39 1.74 1.32
C 0.08 0.23 -1.48
C 0.41 -0.93 -0.77
C 0.67 -2.08 -1.65
C -0.40 -1.25 0.60
H -1.05 2.37 3.01
H -1.58 3.53 1.05
H -1.44 1.19 1.05
H 1.10 1.79 2.16
H -0.27 0.52 -2.58
H 1.44 -0.73 -0.27
H -0.26 -2.92 -1.62
H 0.66 -1.32 -3.01
H 1.74 -2.78 -1.31
H -0.66 -0.28 1.22
H 0.13 -2.04 1.10
H -1.35 -1.90 0.30
N 0.94 1.20 0.34
N 0.38 1.40 -0.91

Results of the Löwdin charge analysis, in e, for atoms 1 through 6: C -0.14; C -0.43; C -0.19; C -0.57; C -0.12; C -0.04